1.
Below is an isolated ion of composition C5H8N and charge +1 at a distorted geometry, with properties calculated with ωB97M-V/def2-TZVPD.

Computed properties:
Energy relative to the best compared isomer or geometry (same formula, charge and spin): 5.6829 eV
Lowest unoccupied orbital energy (alpha / beta): -2.9 / -8.3 eV
Orbital gap (alpha / beta): 8.397 / 8.488 eV
Max |F|: 11.11 eV/A

Structure (ORCA input):
```
! RIJCOSX wB97M-V def2-TZVPD def2/J DEFGRID3
* xyz 1 3
C -1.672 -1.229 -0.231
C -0.123 1.651 -0.455
C -0.683 0.958 0.749
C 0.316 0.273 -0.148
C 1.892 -0.593 0.055
N -0.947 -0.240 0.012
H -1.310 -1.948 -0.871
H -2.416 -1.516 0.485
H -0.756 1.692 -1.276
H 0.748 2.264 -0.481
H -1.013 0.925 1.731
H 2.102 -1.084 -0.879
H 1.441 -1.342 0.755
H 2.422 0.187 0.553
*
```

Mulliken population analysis, charges in e, atoms 1 to 6: -0.44 -0.48 -0.23 0.18 -0.77 0.07

***

2.
Below is C5H8N as an isolated structure at a distorted geometry, with properties calculated with ωB97M-V/def2-TZVPD.

Computed properties:
Energy relative to the best compared isomer or geometry (same formula, charge and spin): 3.2171 eV
Lowest unoccupied orbital energy (alpha / beta): -3.5 / -8.7 eV
Orbital gap (alpha / beta): 8.385 / 6.437 eV
Max |F|: 3.93 eV/A

Structure (ORCA input):
```
! RIJCOSX wB97M-V def2-TZVPD def2/J DEFGRID3
* xyz 1 3
C 1.450 0.514 -0.909
C 0.909 -0.647 -1.401
C 0.898 0.384 0.522
C 0.059 -0.696 -0.273
C -1.304 -1.202 -0.050
N 0.384 1.446 1.291
H 1.685 1.401 -1.478
H 1.334 -1.180 -2.229
H 1.522 -0.294 1.099
H -1.810 -0.585 -0.874
H -1.691 -1.255 0.986
H -1.238 -2.305 -0.280
H -0.096 1.025 2.115
H -0.031 2.027 0.569
*
```

Mulliken population analysis, charges in e, atoms 1 to 6: -0.70 -0.14 0.04 0.09 -0.94 -0.21

***

3.
Below is C5H8N2 as an isolated structure, with properties calculated with ωB97M-V/def2-TZVPD.

Computed properties:
Energy relative to the best compared isomer or geometry (same formula, charge and spin): 5.6393 eV
Lowest unoccupied orbital energy: 0.7 eV
Orbital gap: 8.298 eV
Max |F|: 0.48 eV/A

Structure (ORCA input):
```
! RIJCOSX wB97M-V def2-TZVPD def2/J DEFGRID3
* xyz 0 1
C 1.606 -0.118 -1.221
N 0.271 0.176 -0.743
C -0.360 1.405 -0.594
C -1.600 1.320 0.010
C -0.420 -0.703 1.568
C -1.627 -0.092 0.191
N -0.481 -0.796 -0.262
H 1.562 -0.818 -2.059
H 2.216 -0.551 -0.422
H 2.064 0.816 -1.552
H 0.179 2.270 -0.975
H -1.248 -0.654 2.276
H 0.251 0.141 1.711
H 0.069 -1.673 1.649
H -2.481 -0.725 0.422
*
```

Mulliken population analysis, charges in e, atoms 1 to 6: -0.75 0.41 0.02 -0.88 -0.81 -0.26

***

4.
Below is an isolated molecule of C5H8N2 at a distorted geometry, with properties calculated with ωB97M-V/def2-TZVPD.

Computed properties:
SMILES: C[C@H]1C(=C=N)N1C
Energy relative to the best compared isomer or geometry (same formula, charge and spin): 4.0549 eV
Lowest unoccupied orbital energy: 0.8 eV
Orbital gap: 9.168 eV
Max |F|: 1.10 eV/A

Structure (ORCA input):
```
! RIJCOSX wB97M-V def2-TZVPD def2/J DEFGRID3
* xyz 0 1
C -2.214 -0.011 0.257
C -0.783 -0.172 -0.146
C 0.153 0.911 0.048
C 0.810 1.814 -0.587
N 1.537 2.182 -1.531
N 0.247 -0.173 0.919
C 1.418 -1.032 0.757
H -2.281 0.807 0.978
H -2.815 0.246 -0.621
H -2.603 -0.926 0.705
H -0.564 -0.789 -1.027
H 1.743 1.252 -1.919
H 1.648 -1.268 -0.295
H 1.226 -1.961 1.296
H 2.295 -0.544 1.195
*
```

Mulliken population analysis, charges in e, atoms 1 to 6: -1.29 0.60 -0.36 0.34 -0.69 -0.31

***

5.
Below is C5H8N2 as an isolated structure, with properties calculated with ωB97M-V/def2-TZVPD.

Computed properties:
Energy relative to the best compared isomer or geometry (same formula, charge and spin): 2.9471 eV
Lowest unoccupied orbital energy: 0.5 eV
Orbital gap: 8.658 eV
Max |F|: 0.53 eV/A

Structure (ORCA input):
```
! RIJCOSX wB97M-V def2-TZVPD def2/J DEFGRID3
* xyz 0 1
C 0.068 -1.438 -0.717
C 0.094 0.045 -0.462
C 1.439 0.697 -0.373
N -1.065 0.753 -0.558
C -0.979 1.066 0.815
C -1.046 0.087 1.839
N -1.020 -0.723 2.671
H 0.998 -1.796 -1.176
H -0.773 -1.720 -1.366
H -0.064 -1.962 0.237
H 2.043 0.443 -1.254
H 1.339 1.778 -0.280
H 1.976 0.320 0.506
H -1.888 0.342 -0.987
H -1.123 2.108 1.105
*
```

Mulliken population analysis, charges in e, atoms 1 to 6: -1.19 0.90 -1.32 -0.32 -0.71 0.44

***

6.
Below is C5H8N2 as an isolated structure at a distorted geometry, with properties calculated with ωB97M-V/def2-TZVPD.

Computed properties:
Energy relative to the best compared isomer or geometry (same formula, charge and spin): 8.1979 eV
Lowest unoccupied orbital energy: 0.1 eV
Orbital gap: 8.707 eV
Max |F|: 7.47 eV/A

Structure (ORCA input):
```
! RIJCOSX wB97M-V def2-TZVPD def2/J DEFGRID3
* xyz 0 1
C 1.419 -1.011 -0.264
C 1.637 0.215 0.156
C 0.934 1.385 0.119
C -2.122 0.168 -0.044
C -1.031 -0.718 0.376
H 2.566 -1.516 -0.916
H 0.239 -1.664 -0.444
H 2.763 0.572 0.076
H 1.485 2.394 0.252
H -2.813 -0.448 -0.637
H -2.503 0.759 0.853
H -0.514 -0.338 1.208
H -0.775 -1.713 0.231
N -0.345 1.567 -0.303
N -0.940 0.348 -0.664
*
```

Mulliken population analysis, charges in e, atoms 1 to 6: -0.29 -0.14 -0.06 -0.17 -1.00 0.16

***

7.
Below is an isolated molecule of C5H8N2 at a distorted geometry, with properties calculated with ωB97M-V/def2-TZVPD.

Computed properties:
SMILES: C#C/C(C)=C/NN
Energy relative to the best compared isomer or geometry (same formula, charge and spin): 4.2495 eV
Lowest unoccupied orbital energy: 0.9 eV
Orbital gap: 8.489 eV
Max |F|: 7.70 eV/A

Structure (ORCA input):
```
! RIJCOSX wB97M-V def2-TZVPD def2/J DEFGRID3
* xyz 0 1
C 3.201 1.170 0.850
C 2.079 0.593 0.596
C 0.766 -0.121 0.265
C 0.861 -1.587 -0.024
C -0.345 0.653 0.163
N -1.608 0.242 -0.027
N -2.435 1.028 -0.800
H 4.210 1.445 0.755
H -0.144 -2.016 -0.131
H 1.420 -1.975 0.804
H 1.403 -1.829 -0.943
H -0.157 1.763 0.257
H -1.879 -0.697 -0.211
H -1.870 1.849 -1.143
H -3.194 1.423 -0.242
*
```

Mulliken population analysis, charges in e, atoms 1 to 6: -0.27 -0.41 0.30 -1.06 -0.22 -0.04

***

8.
Below is an isolated molecule of C5H8N2 at a distorted geometry, with properties calculated with ωB97M-V/def2-TZVPD.

Computed properties:
Energy relative to the best compared isomer or geometry (same formula, charge and spin): 4.9854 eV
Lowest unoccupied orbital energy (alpha / beta): 0.7 / 0.7 eV
Orbital gap (alpha / beta): 7.573 / 7.573 eV
Max |F|: 3.16 eV/A

Structure (ORCA input):
```
! RIJCOSX wB97M-V def2-TZVPD def2/J DEFGRID3
* xyz 0 1
C -2.183 -0.002 -0.554
N -0.728 0.132 -0.304
C -0.112 -0.899 0.506
C 1.146 -0.225 0.671
C 2.368 -0.542 0.203
C 0.721 1.177 0.876
N -0.418 1.418 0.344
H -2.496 0.847 -1.158
H -2.754 -0.020 0.384
H -2.347 -0.947 -1.074
H -0.177 -1.889 0.060
H -0.049 0.330 -1.272
H 2.534 -1.530 -0.215
H 3.199 0.151 0.242
H 1.295 1.999 1.291
*
```

Mulliken population analysis, charges in e, atoms 1 to 6: -0.75 0.16 -0.67 0.48 -0.91 -0.10

***

Q: The highest max |F| belongs to which entry?
A: number 1

***

Q: Which of these has the lowest max |F|?
A: number 3

***

Repeat the second record exactly.
Below is C5H8N as an isolated structure at a distorted geometry, with properties calculated with ωB97M-V/def2-TZVPD.

Computed properties:
Energy relative to the best compared isomer or geometry (same formula, charge and spin): 3.2171 eV
Lowest unoccupied orbital energy (alpha / beta): -3.5 / -8.7 eV
Orbital gap (alpha / beta): 8.385 / 6.437 eV
Max |F|: 3.93 eV/A

Structure (ORCA input):
```
! RIJCOSX wB97M-V def2-TZVPD def2/J DEFGRID3
* xyz 1 3
C 1.450 0.514 -0.909
C 0.909 -0.647 -1.401
C 0.898 0.384 0.522
C 0.059 -0.696 -0.273
C -1.304 -1.202 -0.050
N 0.384 1.446 1.291
H 1.685 1.401 -1.478
H 1.334 -1.180 -2.229
H 1.522 -0.294 1.099
H -1.810 -0.585 -0.874
H -1.691 -1.255 0.986
H -1.238 -2.305 -0.280
H -0.096 1.025 2.115
H -0.031 2.027 0.569
*
```

Mulliken population analysis, charges in e, atoms 1 to 6: -0.70 -0.14 0.04 0.09 -0.94 -0.21